[1]
63
Properties=species:S:1:pos:R:3:forces:R:3 method="wB97M-V/def2-TZVPD" molar_mass_g_mol=409.49 largest_force_ev_per_a=1.8 total_energy_ha=-2149.881540 e_above_lowest_ev=0.000 homo_lumo_gap_ev="6.732 / 6.704" s_squared=0.76 e_lumo_ev="0.463 / 0.462" multiplicity=2 homo_energy_ev="-6.27 / -6.24"
O 0.0532 -0.2737 -4.9955 -0.2 0.5 -1.1
C -0.0339 1.0281 -5.6578 0.2 0.4 0.3
C -0.2452 0.4440 -7.0558 0.1 -0.7 0.9
H 0.9200 1.5660 -5.5584 -0.4 0.0 0.2
H -0.8797 1.6324 -5.3031 0.3 -0.1 0.2
C -0.0666 -0.9161 -6.2995 -0.1 0.1 -1.2
H 0.5694 0.6465 -7.7600 -0.5 0.1 0.0
H -1.2557 0.5818 -7.4568 0.4 0.1 -0.1
C 1.1973 -1.6157 -6.7661 0.2 -0.1 0.2
H 2.0537 -0.9234 -6.7913 -0.3 -0.2 0.1
H 1.0312 -1.9746 -7.7904 0.1 0.0 0.2
H 1.4343 -2.4739 -6.1250 0.0 0.2 -0.1
C -1.2767 -1.8205 -6.4014 0.0 0.0 0.3
H -2.1901 -1.2827 -6.1073 0.3 -0.2 0.0
H -1.1371 -2.6921 -5.7500 -0.2 0.1 -0.1
H -1.3926 -2.1615 -7.4364 0.0 0.0 0.2
Ti -0.3594 -0.5846 2.5808 0.6 1.1 0.2
C -2.1458 -1.0562 3.9359 -1.0 0.9 -0.1
C -1.8849 0.3397 4.0755 -0.8 -0.4 -0.4
C -2.1589 0.9660 2.8098 -0.3 -0.8 -0.1
H -1.6484 0.8571 5.0054 0.0 -0.2 -0.4
C -2.5729 -0.0476 1.8868 -0.2 -0.1 1.5
C -2.5440 -1.3093 2.5776 -0.4 0.9 0.1
H -2.8434 -2.2655 2.1566 0.1 0.2 0.1
H -2.1482 -1.7658 4.7648 0.2 0.2 -0.5
H -2.1545 2.0362 2.6256 0.2 -0.3 0.0
H -2.9656 0.1370 0.8921 0.4 -0.2 0.0
C 0.6179 -1.9082 4.1634 0.7 -0.7 -0.7
C -0.1066 -2.7656 3.2664 1.3 0.0 -0.2
C 0.5002 -2.6746 1.9691 0.4 0.1 0.8
H -0.9075 -3.4471 3.5425 0.1 0.4 -0.2
C 1.6206 -1.7827 2.0692 -0.3 -0.5 1.2
C 1.7026 -1.3273 3.4250 -0.1 -0.7 -0.3
H 2.5255 -0.7537 3.8494 -0.5 -0.1 -0.2
H 0.4467 -1.7693 5.2283 -0.1 0.0 -0.4
H 0.2236 -3.2522 1.0905 0.0 0.2 0.2
H 2.3448 -1.5525 1.2936 -0.4 0.1 0.1
O 0.0089 0.0309 0.5371 0.0 0.5 -1.4
C -0.3673 -0.8775 -0.5763 0.4 0.5 0.7
C -0.6499 0.0258 -1.7528 -0.7 0.1 -0.1
H -1.2259 -1.4761 -0.2430 0.3 0.2 -0.1
H 0.4905 -1.5289 -0.7732 -0.1 0.0 0.2
C 0.1931 1.2630 -1.4882 0.7 -0.2 -0.2
H -1.7143 0.2898 -1.7745 0.1 0.0 0.1
H -0.4242 -0.4524 -2.7029 0.1 0.0 0.0
C 0.1739 1.4159 0.0136 -0.3 -0.8 0.7
H -0.1535 2.1562 -1.9967 -0.2 0.1 0.0
H 1.2155 1.0815 -1.8337 0.0 0.0 0.1
H -0.7015 1.9847 0.3550 0.2 -0.1 0.0
H 1.0926 1.8382 0.4531 -0.5 -0.3 -0.2
C 1.1373 1.3807 5.5295 0.3 0.2 0.2
Si 0.9895 1.5999 3.6619 -0.8 -1.4 -0.8
C 0.1424 3.2622 3.4027 0.2 0.4 0.1
C 2.7364 1.7966 2.9712 0.3 0.6 0.2
H 0.1592 1.3187 6.0212 0.2 0.0 -0.1
H 1.6883 2.2254 5.9718 -0.1 -0.2 0.0
H 1.6898 0.4572 5.7392 -0.1 0.1 0.1
H 0.7879 4.0858 3.7505 -0.2 -0.1 -0.1
H -0.0661 3.4084 2.3359 -0.1 0.1 0.2
H -0.8007 3.3060 3.9630 0.1 0.1 -0.2
H 3.1916 2.7057 3.4014 0.1 -0.2 -0.2
H 3.3897 0.9497 3.1998 0.0 0.2 -0.1
H 2.6932 1.9142 1.8805 0.1 0.0 0.2



[2]
7
Properties=species:S:1:pos:R:3:forces:R:3 method="wB97M-V/def2-TZVPD" molar_mass_g_mol=49.05 largest_force_ev_per_a=4.2 total_energy_ha=-194.946063 e_above_lowest_ev=4.359 homo_lumo_gap_ev="9.838 / 9.276" e_lumo_ev="-1.585 / -2.074" multiplicity=1 homo_energy_ev="-11.42 / -11.35"
C -0.6138 0.2250 -0.1144 -0.2 -1.3 4.0
N 0.3841 -0.8132 -0.0862 1.4 2.2 -1.8
F 2.1483 0.2500 0.0474 -2.5 -1.4 -0.2
H -0.4350 0.8367 -0.8962 1.3 2.3 -2.6
H -1.4931 -0.2822 -0.6112 0.2 0.2 1.4
H -0.7093 0.9130 0.8717 -0.3 -2.0 -2.2
H 0.7188 -1.1293 0.7891 0.1 -0.1 1.5



[3]
19
Properties=species:S:1:pos:R:3:forces:R:3 method="wB97M-V/def2-TZVPD" molar_mass_g_mol=138.60 largest_force_ev_per_a=4.3 total_energy_ha=-803.885564 e_above_lowest_ev=1.411 homo_lumo_gap_ev=9.594 e_lumo_ev=0.864 multiplicity=1 homo_energy_ev=-8.73
C 1.5541 -0.1897 -1.0712 2.4 -1.2 -1.2
C 0.0022 1.8352 -1.0923 2.7 0.8 -3.2
C 1.0344 0.9637 -0.4155 -3.4 1.5 1.9
C -1.1852 -2.0200 -0.2004 0.0 -0.3 0.5
N -0.4970 -2.7274 0.7229 0.2 -0.6 0.9
N -1.6678 -0.9439 0.4121 1.7 -2.8 1.1
O 1.1541 1.2581 0.7652 1.4 -0.8 0.1
Cl -0.9686 2.3463 2.8133 1.2 -0.7 -0.4
H 0.9563 -0.6780 -1.7985 -1.6 -0.4 -0.1
H 2.0274 -0.9451 -0.4526 0.0 0.2 0.3
H 2.2745 0.1644 -1.8090 0.8 0.3 0.2
H -0.3810 1.4684 -2.0551 0.1 -0.2 0.3
H 0.5701 2.7836 -1.3763 -0.9 -0.9 0.5
H -0.7659 2.0569 -0.4365 -1.4 0.5 1.4
H -0.3971 -2.4092 1.7286 -0.3 -0.5 -1.4
H -0.3938 -3.7269 0.5890 0.3 0.5 -0.1
H -1.4546 -0.8498 1.3762 0.0 0.6 1.2
H -2.0335 -0.2008 -0.0133 -1.8 3.2 -2.2
H 0.1712 1.8143 2.3133 -1.3 0.7 0.3



[4]
154
Properties=species:S:1:pos:R:3:forces:R:3 method="wB97M-V/def2-TZVPD" molar_mass_g_mol=1200.60 charge=+1 largest_force_ev_per_a=3.2 total_energy_ha=-5072.085838 homo_lumo_gap_ev=7.237 e_lumo_ev=-3.375 multiplicity=1 homo_energy_ev=-10.61
O -2.9713 0.6560 -4.3354 0.5 0.3 1.1
S -3.4060 -0.6453 -3.9135 -0.7 1.8 -2.6
O -3.7254 -1.5002 -5.0066 0.2 -1.4 0.7
O -2.2659 -1.2871 -3.0014 -0.4 0.0 0.3
C -4.8767 -0.4306 -2.9506 -0.1 -0.6 0.6
C -5.3539 -1.7497 -2.3147 0.5 0.1 -0.1
C -5.0976 -1.9529 -0.8229 -0.4 -0.2 -0.1
C -5.4665 -0.7657 0.0973 0.5 -0.9 -0.1
C -4.3241 0.1273 0.4628 -1.2 0.4 -0.4
C -4.3207 1.4744 0.3058 0.8 0.0 0.2
N -3.0799 1.9362 0.7215 -1.2 0.2 -0.4
C -2.3665 0.9245 1.1284 1.1 -0.3 0.5
N -3.0850 -0.1943 0.9970 -0.7 0.1 -0.3
Cl -2.5957 -1.7476 1.4124 0.2 0.3 0.1
H -1.7204 -0.5342 -2.7260 0.2 -0.1 0.0
H -4.7310 0.4035 -2.2698 0.2 0.0 0.2
H -5.6187 -0.1092 -3.6755 0.2 0.1 -0.3
H -6.4045 -1.8854 -2.5529 -0.2 0.0 0.2
H -4.8198 -2.5445 -2.8376 -0.2 -0.2 -0.1
H -4.0848 -2.3169 -0.6716 0.2 0.2 0.1
H -5.7485 -2.7778 -0.5360 0.0 0.0 0.1
H -6.2245 -0.1679 -0.4027 0.0 0.2 0.1
H -5.9498 -1.1652 0.9878 0.1 0.1 0.2
H -5.0898 2.1195 -0.0698 0.0 0.1 0.0
H -2.7655 2.9005 0.6918 0.6 -0.1 0.1
H -1.3625 0.9965 1.5018 0.1 0.1 0.0
C -0.0515 -2.9137 -7.4545 -0.1 0.1 -0.1
O 1.0318 -2.9273 -8.0048 0.0 0.0 0.0
N -0.3337 -2.1044 -6.3875 0.1 0.0 0.2
N -1.0966 -3.7170 -7.8400 0.0 -0.2 0.2
H -1.2278 -2.0850 -5.9358 -0.2 0.0 0.0
H 0.3971 -1.5039 -6.0568 0.0 0.0 -0.1
H -0.9448 -4.3276 -8.6220 0.0 0.1 0.0
H -2.0016 -3.7116 -7.3942 -0.1 0.1 -0.1
C -8.5009 -4.4435 -0.8575 0.0 -0.2 -0.2
O -7.9969 -3.3829 -0.4935 0.1 0.2 0.0
N -9.3959 -4.5040 -1.8869 -0.1 0.1 0.0
N -8.2000 -5.6332 -0.2914 -0.1 0.0 0.3
H -9.8099 -5.3611 -2.2159 0.1 -0.1 0.0
H -9.6271 -3.6387 -2.3366 0.2 0.0 -0.1
H -7.5347 -5.6348 0.4575 0.0 0.0 0.0
H -8.5856 -6.5062 -0.6043 0.1 0.0 -0.2
C 0.6186 3.1353 0.8390 0.2 0.2 0.0
O -0.6229 3.1235 0.8024 -0.1 -0.3 0.0
N 1.3432 2.0251 0.5049 -0.2 -0.3 0.1
N 1.3397 4.1979 1.2006 -0.1 0.0 0.1
H 2.3475 1.9859 0.5256 0.0 0.1 0.0
H 0.8300 1.2148 0.2194 0.1 0.0 -0.2
H 0.8484 5.0352 1.4546 0.0 0.1 -0.1
H 2.3519 4.1903 1.2275 0.2 0.2 0.0
C 5.1425 5.2279 2.0516 0.2 0.3 0.0
O 4.4477 4.2736 1.7019 -0.4 -0.3 0.0
N 6.0514 5.1296 3.0578 -0.2 -0.2 0.1
N 5.0409 6.4406 1.4518 -0.1 -0.2 -0.1
H 6.6279 5.8914 3.3585 0.1 0.0 -0.1
H 6.1520 4.2383 3.5109 0.1 0.0 0.0
H 4.3492 6.5345 0.7217 -0.1 0.2 0.1
H 5.6000 7.2319 1.7059 0.1 0.0 0.0
C 8.2137 1.4834 3.4637 -0.2 -0.1 -0.4
O 8.3581 2.3767 4.2977 0.1 -0.2 0.0
N 7.4545 0.3816 3.6958 0.0 0.4 0.2
N 8.8166 1.5494 2.2391 0.1 0.1 0.1
H 7.3314 -0.3526 3.0256 0.0 0.0 0.0
H 6.9927 0.3004 4.5917 0.1 -0.3 -0.1
H 9.3751 2.3632 2.0398 -0.1 0.1 0.0
H 8.7207 0.8412 1.5373 0.0 0.0 0.0
C 11.7328 3.8023 3.4297 0.3 -0.3 0.1
O 10.9511 4.5306 2.8300 0.0 0.1 0.0
N 13.0727 4.0702 3.4913 -0.1 0.1 -0.1
N 11.3298 2.6784 4.0812 -0.2 0.0 -0.2
H 13.7301 3.4942 3.9804 0.0 0.0 0.1
H 13.4051 4.8927 3.0215 0.0 0.0 0.0
H 10.3398 2.4647 4.0530 0.0 0.2 0.4
H 11.9555 2.0704 4.5731 0.1 0.1 0.0
C 0.8163 0.0759 4.7452 -0.1 0.0 -0.2
O 1.4921 0.2746 5.7262 0.0 0.0 0.0
N -0.4150 -0.5377 4.7977 0.0 -0.1 0.1
N 1.2059 0.4398 3.4784 0.2 0.0 0.2
H -0.9846 -0.6909 3.9896 -0.1 0.0 0.0
H -0.7454 -0.8403 5.6957 0.0 0.0 0.0
H 2.0898 0.9086 3.3894 0.0 0.0 0.0
H 0.6637 0.2736 2.6555 0.0 0.0 0.0
C -2.8203 -5.8640 -5.4299 0.3 -0.2 0.3
O -3.5703 -5.1230 -6.0583 -0.2 0.1 0.0
N -1.4704 -5.7707 -5.5244 0.0 0.2 0.0
N -3.2931 -6.8394 -4.5930 0.0 0.2 -0.1
H -0.8344 -6.3597 -5.0213 0.0 -0.1 0.0
H -1.1073 -5.0608 -6.1456 0.1 -0.2 0.0
H -4.2880 -6.9320 -4.4976 -0.1 0.0 0.1
H -2.6991 -7.4627 -4.0798 0.1 0.0 -0.1
C 1.8393 8.0756 0.4957 0.0 0.2 0.2
O 2.5303 7.1613 0.0544 0.0 -0.1 0.0
N 1.4308 9.1179 -0.2775 0.0 0.0 -0.2
N 1.4294 8.1307 1.7909 -0.3 -0.4 0.0
H 0.8793 9.8774 0.0777 0.1 0.0 0.2
H 1.7126 9.1173 -1.2397 0.0 0.0 0.0
H 1.7247 7.3912 2.3997 0.1 0.0 0.0
H 0.8643 8.8796 2.1575 0.3 0.1 0.0
C -7.3269 -6.9455 -3.9659 -0.2 0.0 -0.2
O -7.5307 -7.3298 -2.8254 0.0 0.1 0.1
N -6.4128 -5.9650 -4.2566 0.1 -0.2 0.0
N -7.9932 -7.4557 -5.0399 0.0 0.0 0.1
H -6.2346 -5.6269 -5.1843 0.1 0.1 0.0
H -5.9104 -5.5657 -3.4864 0.0 0.1 0.0
H -8.6695 -8.1748 -4.8606 0.0 0.0 0.0
H -7.8405 -7.1550 -5.9836 0.1 0.0 0.0
C 12.4700 7.5140 5.6918 -0.1 -0.1 0.0
O 13.5787 7.6729 5.2104 0.0 0.0 0.0
N 12.0763 8.1458 6.8436 0.0 0.1 0.0
N 11.5369 6.6963 5.1258 0.1 0.1 0.0
H 11.1725 8.0301 7.2587 0.0 0.0 0.0
H 12.7419 8.7528 7.2829 0.0 0.0 0.0
H 11.7971 6.2173 4.2824 -0.2 0.0 -0.1
H 10.6214 6.5462 5.5027 0.0 0.0 0.0
C 7.2888 -1.9962 6.3971 0.2 0.0 0.1
O 6.5197 -1.2204 5.8493 -0.2 -0.1 0.0
N 8.6291 -1.7538 6.4809 0.0 0.1 -0.1
N 6.8648 -3.1609 6.9660 -0.1 0.0 -0.1
H 9.2786 -2.3730 6.9261 0.0 0.0 0.0
H 8.9675 -0.9020 6.0722 0.0 0.0 0.0
H 5.8835 -3.3618 6.9222 0.0 0.0 0.0
H 7.4759 -3.8110 7.4214 0.0 0.0 0.0
C 1.9256 11.8627 2.6817 0.1 0.1 0.1
O 1.2146 10.8907 2.4600 -0.2 0.1 -0.1
N 2.9190 11.8357 3.6128 0.0 -0.1 0.0
N 1.7766 13.0417 2.0155 -0.1 -0.1 -0.1
H 3.5132 12.6173 3.8129 0.0 0.0 0.0
H 3.0517 10.9804 4.1189 0.0 0.0 0.0
H 1.0509 13.0930 1.3259 0.0 0.0 0.0
H 2.3474 13.8483 2.1814 0.0 0.0 0.0
C -4.5744 -8.3289 -8.5937 0.0 -0.1 0.0
O -4.0108 -9.3264 -8.1810 0.0 0.1 0.0
N -5.0773 -8.2429 -9.8646 0.0 0.0 0.0
N -4.7479 -7.2147 -7.8200 -0.3 -0.1 0.0
H -5.5421 -7.4322 -10.2248 0.0 0.0 0.0
H -4.9637 -9.0440 -10.4566 0.0 0.0 0.0
H -4.3809 -7.2419 -6.8901 0.1 0.1 0.0
H -5.2016 -6.3794 -8.1356 0.2 0.1 0.0
C 0.0863 -4.9313 3.3833 0.1 0.1 0.1
O 0.4151 -6.0711 3.6276 0.0 0.0 0.0
N 0.9229 -3.8632 3.5602 0.0 0.0 -0.1
N -1.1712 -4.6221 2.9097 0.0 -0.1 -0.1
H 0.6660 -2.9126 3.3767 0.0 0.0 0.1
H 1.8432 -4.0577 3.9088 0.0 0.0 0.0
H -1.8102 -5.3846 2.7813 0.0 0.0 0.0
H -1.4702 -3.6931 2.6918 0.1 0.0 0.2
C -13.1600 -5.3152 -2.9119 -0.1 0.0 0.0
O -12.5612 -6.3538 -2.6912 0.1 0.0 0.0
N -12.5571 -4.0952 -2.7615 0.0 0.0 -0.1
N -14.4608 -5.2849 -3.3238 0.0 -0.1 0.0
H -13.0051 -3.2163 -2.9355 0.0 0.0 0.0
H -11.6039 -4.1215 -2.4556 -0.1 0.1 0.2
H -14.9242 -6.1663 -3.4414 0.0 0.0 0.0
H -14.9659 -4.4400 -3.5091 0.0 0.0 0.0



[5]
17
Properties=species:S:1:pos:R:3:forces:R:3 method="wB97M-V/def2-TZVPD" molar_mass_g_mol=98.14 largest_force_ev_per_a=1.5 total_energy_ha=-309.678239 e_above_lowest_ev=4.466 homo_lumo_gap_ev="7.569 / 8.606" e_lumo_ev="0.548 / 0.908" multiplicity=1 homo_energy_ev="-7.02 / -7.70"
O 0.3250 1.8679 0.2387 1.2 0.3 0.1
C -0.7798 1.5494 -0.3204 -0.6 -0.3 -0.4
C -1.3908 0.1947 -0.5070 0.2 0.0 0.0
C -0.9237 -0.8354 0.5131 0.0 0.0 0.0
C 0.3374 -1.5579 0.1527 0.1 -0.1 0.0
C 1.1349 -1.2967 -0.8748 0.0 -0.1 0.0
C 1.5929 1.4322 0.6762 -1.4 0.2 0.6
H -1.3654 2.3634 -0.7742 0.7 0.1 0.4
H -2.4825 0.3095 -0.4497 0.2 0.2 0.2
H -1.2302 -0.1394 -1.5469 0.1 -0.1 0.2
H -1.7133 -1.5749 0.6822 0.1 0.1 0.0
H -0.7725 -0.3301 1.4791 -0.1 -0.1 -0.1
H 0.6053 -2.3537 0.8483 0.1 0.1 -0.2
H 2.0339 -1.8827 -1.0192 0.0 0.0 0.0
H 0.9650 -0.4967 -1.5944 -0.1 -0.2 0.2
H 1.6451 0.4940 1.2427 -0.4 0.1 -0.7
H 2.0187 2.2564 1.2535 -0.1 0.0 -0.5